# 1
{
  "formula": "C6H9N",
  "method": "ωB97M-V/def2-TZVPD",
  "symbols": ["C", "C", "C", "C", "C", "C", "N", "H", "H", "H", "H", "H", "H", "H", "H", "H"],
  "positions_angstrom": [[-2.347, 2.176, 1.908], [-1.374, 1.592, 1.002], [-0.597, 1.062, 0.247], [0.136, 0.179, -0.569], [0.797, -0.867, 0.027], [1.214, -1.966, -0.855], [2.308, -1.027, -1.173], [-2.872, 1.404, 2.483], [-3.097, 2.738, 1.344], [-1.867, 2.859, 2.615], [1.898, -0.083, -1.359], [-0.331, -0.072, -1.521], [1.185, -0.858, 1.044], [0.545, -2.152, -1.709], [1.552, -2.925, -0.433], [3.162, -1.157, -0.654]],
  "mulliken_charge": [-1.268, 0.823, -0.317, -0.885, -0.024, -0.343, -0.625, 0.272, 0.288, 0.290, 0.415, 0.299, 0.327, 0.194, 0.293, 0.261],
  "lumo_ev": 1.050,
  "homo_ev": -7.092,
  "homo_lumo_gap_ev": 8.142
}

=====

# 2
{
  "formula": "C6H9N",
  "method": "ωB97M-V/def2-TZVPD",
  "symbols": ["C", "C", "C", "C", "N", "C", "C", "H", "H", "H", "H", "H", "H", "H", "H", "H"],
  "positions_angstrom": [[2.953, 0.510, 0.098], [2.025, -0.649, 0.087], [0.897, -0.824, -0.537], [-0.464, -0.898, -0.810], [-1.496, -0.679, 0.104], [-2.633, 0.129, -0.290], [-1.681, 0.594, 0.761], [3.633, 0.366, -0.754], [3.588, 0.518, 0.990], [2.492, 1.503, -0.026], [-0.806, -1.364, -1.733], [0.680, -1.964, -0.771], [-3.612, -0.258, -0.017], [-2.584, 0.632, -1.255], [-1.004, 1.407, 0.503], [-1.970, 0.540, 1.808]],
  "mulliken_charge": [-0.765, -0.323, 0.187, -0.422, -0.186, -0.477, -0.294, 0.246, 0.286, 0.267, 0.318, 0.164, 0.243, 0.273, 0.240, 0.244],
  "lumo_ev": [0.655, 0.655],
  "homo_ev": [-6.949, -6.948],
  "homo_lumo_gap_ev": [7.604, 7.603]
}

=====

# 3
{
  "formula": "C6H9N",
  "method": "ωB97M-V/def2-TZVPD",
  "symbols": ["C", "C", "C", "C", "C", "C", "N", "H", "H", "H", "H", "H", "H", "H", "H", "H"],
  "positions_angstrom": [[1.508, 1.292, -0.227], [0.829, -0.661, 0.603], [-0.624, -0.784, 0.916], [-1.097, -1.271, -0.448], [-0.535, 0.099, -0.888], [-0.972, 0.690, 0.499], [0.925, -0.027, -0.563], [2.512, 1.149, 0.180], [1.473, 1.981, -1.064], [1.726, -0.868, 1.179], [-0.849, -1.175, 1.906], [-0.655, -2.197, -0.855], [-2.186, -1.283, -0.467], [-0.734, 0.525, -1.879], [0.715, 1.614, 0.518], [-2.038, 0.916, 0.589]],
  "mulliken_charge": [-0.803, -0.454, -0.071, -0.540, -0.127, -0.987, -0.294, 0.317, 0.297, 0.427, 0.481, 0.305, 0.329, 0.425, 0.381, 0.315],
  "lumo_ev": [0.803, -0.195],
  "homo_ev": [-7.775, -6.249],
  "homo_lumo_gap_ev": [8.578, 6.054]
}

=====

# 4
{
  "formula": "C6H9N",
  "method": "ωB97M-V/def2-TZVPD",
  "symbols": ["C", "C", "C", "C", "C", "C", "N", "H", "H", "H", "H", "H", "H", "H", "H", "H"],
  "positions_angstrom": [[1.074, -0.701, 0.955], [0.914, 0.126, -0.301], [-0.402, 0.047, -1.011], [-1.466, -0.977, -0.681], [-0.028, 1.319, -0.255], [-0.300, 1.776, 1.086], [-0.251, 2.184, 2.170], [0.127, -0.814, 1.488], [1.419, -1.704, 0.690], [1.785, -0.260, 1.658], [1.826, 0.287, -0.867], [-0.342, 0.234, -2.082], [-2.390, -0.758, -1.225], [-1.118, -1.969, -1.000], [-1.711, -1.032, 0.381], [0.176, 2.158, -0.913]],
  "mulliken_charge": [-1.502, 0.147, 0.089, -1.388, -0.116, 0.087, -0.492, 0.316, 0.356, 0.403, 0.360, 0.390, 0.382, 0.306, 0.305, 0.356],
  "lumo_ev": 0.850,
  "homo_ev": -10.286,
  "homo_lumo_gap_ev": 11.136
}

=====

# 5
{
  "formula": "C6H9N",
  "method": "ωB97M-V/def2-TZVPD",
  "symbols": ["C", "C", "C", "C", "C", "N", "C", "H", "H", "H", "H", "H", "H", "H", "H", "H"],
  "positions_angstrom": [[-1.789, -0.223, 0.698], [-0.441, -0.088, 0.073], [0.251, -1.221, -0.648], [0.861, -0.614, 0.549], [1.484, 0.936, 0.121], [1.222, 1.368, -1.204], [0.112, 1.313, -0.254], [-1.893, 0.438, 1.568], [-1.960, -1.251, 1.031], [-2.563, 0.043, -0.028], [-0.240, -2.184, -0.549], [0.746, -1.089, -1.611], [1.061, -1.145, 1.498], [2.324, 0.723, 0.719], [1.304, 0.668, -1.939], [-0.484, 2.212, -0.115]],
  "mulliken_charge": [-1.476, 1.176, -1.143, -0.129, -0.399, -0.558, -0.407, 0.341, 0.350, 0.335, 0.283, 0.125, 0.339, 0.447, 0.264, 0.451],
  "lumo_ev": 1.102,
  "homo_ev": -8.761,
  "homo_lumo_gap_ev": 9.863
}

=====

# 6
{
  "formula": "C6H9N",
  "method": "ωB97M-V/def2-TZVPD",
  "symbols": ["C", "C", "N", "C", "C", "C", "C", "H", "H", "H", "H", "H", "H", "H", "H", "H"],
  "positions_angstrom": [[-0.664, -1.444, 1.307], [-0.679, -0.817, -0.089], [-1.882, -0.883, 1.021], [-1.250, 0.754, -0.254], [0.145, 0.415, -0.345], [1.423, 0.900, 0.208], [1.271, 0.633, -1.279], [-0.007, -1.051, 2.105], [-0.505, -2.519, 1.150], [-0.833, -1.490, -0.933], [-1.639, 1.327, 0.577], [-1.848, 0.799, -1.159], [2.013, 0.197, 0.790], [1.471, 1.934, 0.537], [1.216, 1.488, -1.950], [1.769, -0.243, -1.685]],
  "mulliken_charge": [-0.592, 0.017, -0.618, -0.539, 0.455, -0.646, -0.591, 0.241, 0.310, 0.491, 0.191, 0.278, 0.259, 0.242, 0.237, 0.265],
  "lumo_ev": 0.925,
  "homo_ev": -7.516,
  "homo_lumo_gap_ev": 8.440
}

=====

# 7
{
  "formula": "C6H9N",
  "method": "ωB97M-V/def2-TZVPD",
  "symbols": ["C", "C", "C", "C", "C", "C", "N", "H", "H", "H", "H", "H", "H", "H", "H", "H"],
  "positions_angstrom": [[-2.552, -0.386, 0.127], [-1.131, 0.082, 0.127], [-0.629, 1.361, 0.202], [0.779, 1.295, 0.015], [1.110, -0.029, -0.107], [2.428, -0.729, -0.040], [-0.095, -0.830, -0.012], [-2.657, -1.379, 0.569], [-3.191, 0.296, 0.691], [-2.965, -0.444, -0.886], [-1.214, 2.264, 0.347], [1.472, 2.128, 0.013], [2.446, -1.666, -0.603], [3.245, -0.106, -0.407], [2.653, -0.981, 1.000], [0.310, -0.884, -1.036]],
  "mulliken_charge": [-1.119, 0.400, -0.312, -0.730, 0.200, -1.072, -0.361, 0.326, 0.307, 0.237, 0.402, 0.437, 0.318, 0.343, 0.229, 0.396],
  "lumo_ev": 1.040,
  "homo_ev": -8.171,
  "homo_lumo_gap_ev": 9.212
}

=====

# 8
{
  "formula": "C6H9N",
  "method": "ωB97M-V/def2-TZVPD",
  "symbols": ["C", "C", "C", "C", "N", "C", "C", "H", "H", "H", "H", "H", "H", "H", "H", "H"],
  "positions_angstrom": [[-1.036, -0.372, 2.064], [-0.588, -1.067, 0.758], [0.121, -0.127, -0.171], [1.443, -0.110, -0.516], [1.598, 0.806, -1.521], [0.386, 1.376, -1.850], [-0.548, 0.770, -1.061], [-0.323, 0.412, 2.315], [-0.974, -1.073, 2.888], [-2.043, 0.026, 1.995], [-1.465, -1.428, 0.249], [0.038, -1.928, 0.974], [2.214, -0.830, -0.306], [2.486, 1.165, -1.819], [0.308, 1.725, -2.866], [-1.616, 0.656, -1.133]],
  "mulliken_charge": [-1.073, -0.578, 0.495, -0.630, -0.037, -0.471, -0.549, 0.340, 0.328, 0.292, 0.317, 0.325, 0.379, 0.191, 0.308, 0.364],
  "lumo_ev": 1.077,
  "homo_ev": -8.208,
  "homo_lumo_gap_ev": 9.284
}

=====

Energy above the lowest of the compared OMol25 structures with the same formula, charge and spin list, top to bottom, in kJ/mol: 445.5, 640.9, 608.7, 126.5, 468.2, 595.1, 157.2, 74.7